[1]
Here is 2 unconnected molecules or ions with the total composition C11H19P in a non-equilibrium geometry from the Open Molecules 2025 dataset. Energies are from wB97M-V/def2-TZVPD.

Structure (XYZ):
```
31
C11H19P, DFT wB97M-V/def2-TZVPD
C -1.825 0.893 -1.102
C -0.563 0.936 -1.245
C 0.701 0.892 -1.549
C 1.797 1.582 -0.639
C 1.314 0.499 -2.897
C 0.387 -0.589 -3.584
H -2.517 1.753 -1.238
H -2.192 0.094 -0.411
H 2.221 2.384 -1.183
H 1.392 1.949 0.254
H 2.447 0.864 -0.353
H 1.273 1.293 -3.613
H 2.270 -0.010 -2.810
H -0.451 -0.294 -4.127
H 1.006 -1.188 -4.352
H -0.115 -1.245 -2.789
C -1.316 -2.928 0.753
P 0.212 -2.021 0.180
C 0.111 -0.793 1.331
C -0.112 0.059 2.299
C -1.155 1.095 2.357
C 0.831 0.086 3.509
H -2.043 -3.122 -0.099
H -0.839 -3.868 1.093
H -1.879 -2.489 1.574
H -1.275 1.637 1.404
H -0.795 1.759 3.220
H -2.004 0.619 2.898
H 0.264 0.163 4.436
H 1.267 -0.921 3.416
H 1.589 0.916 3.267
```

As for the structure (SMILES): C=C=C(C)CC.CP=C=C(C)C. The value obtained for the energy is -771.685101 a.u. Its HOMO energy is -0.29641 Eh. The calculation puts the HOMO-LUMO gap at 8.7 eV. As for the charge: 0. Its energy above the lowest of the compared OMol25 structures with the same formula, charge and spin is 203.7 kJ/mol.

Results of the Mulliken charge analysis, in e, for atoms 1 through 6: -0.899, 0.454, 0.338, -1.809, -0.412, -1.027


[2]
Here is a molecular structure, C11H20AlFKN3O13P3 in a non-equilibrium geometry from the Open Molecules 2025 dataset. Energies are from wB97M-V/def2-TZVPD.

Structure (XYZ):
```
53
C11H20AlFKN3O13P3, DFT wB97M-V/def2-TZVPD
C 2.309 2.398 1.674
C 2.195 2.345 0.104
N 1.654 1.015 -0.270
P 0.045 1.155 -0.941
N -0.949 1.757 0.374
O -0.050 2.321 -2.132
C 2.548 0.094 -0.978
P 4.390 0.274 -0.723
P 5.043 -0.438 1.226
O 4.626 -1.794 1.598
O 6.691 -0.431 1.138
O 4.674 0.589 2.430
C 2.312 0.245 -2.530
O 1.636 -0.666 -3.129
O 2.743 1.208 -3.093
C 2.177 -1.408 -0.670
O 2.977 -2.270 -0.864
N 0.883 -1.802 -0.193
C 0.611 -1.435 1.136
O 1.383 -1.294 2.006
F -0.711 -1.202 1.380
H 3.156 3.000 2.022
H 1.360 2.805 2.036
H 2.334 1.369 2.056
H 1.414 3.094 -0.137
H 3.100 2.692 -0.406
H -1.883 1.379 0.180
H -0.988 2.773 0.277
H 0.747 2.874 -2.191
H 4.968 -0.661 -1.618
H 6.957 0.427 0.763
H 5.327 0.461 3.135
H 0.696 -2.781 -0.377
O -4.272 1.219 -0.363
C -4.496 0.110 -0.736
O -4.724 -0.882 0.177
C -5.181 -2.186 -0.153
C -4.034 -3.093 -0.511
C -4.438 -0.243 -2.203
H -5.941 -2.145 -0.932
H -5.681 -2.571 0.746
H -3.506 -2.737 -1.395
H -4.388 -4.108 -0.705
H -3.309 -3.125 0.303
H -3.406 -0.470 -2.473
H -4.774 0.620 -2.774
H -5.084 -1.075 -2.491
Al 0.344 -1.562 -4.377
C -0.984 1.554 3.757
O -0.034 1.559 2.989
O -1.434 0.543 4.340
O -1.657 2.559 4.079
K -7.376 -2.062 -0.562
```

The value obtained for the energy is -3539.463863 a.u. Its HOMO energy is -0.37268 Eh. The calculation puts the HOMO-LUMO gap at 3.7 eV. As for the charge: +1.

Results of the Mulliken charge analysis, in e, for atoms 1 through 6: -0.767, -1.112, 0.213, 0.100, -0.245, -0.588